DFT (ωB97M-V/def2-TZVPD) results for a single C5H10N2O molecule.

Values from the calculation:
SMILES: [H]/N=C(\N)C(C)(C)C=O
LUMO in eV: 0.73
Relative energy (zero: lowest compared OMol25 entry of this formula, charge and spin) in kJ/mol: 191.5
Orbital gap in eV: 10.219
Highest occupied orbital energy in Ha: -0.3487
Energy in a.u.: -381.212515

The geometry in XYZ format:
```
18
Properties=species:S:1:pos:R:3:forces:R:3
H 2.671 -0.085 -1.313 -0.22 -0.30 0.72
N 1.828 0.418 -1.044 -1.65 0.95 -0.10
C 0.997 -0.148 -0.254 2.23 0.09 -1.61
N 1.327 -1.301 0.437 -0.17 -4.48 -0.17
C -0.322 0.387 0.202 0.16 0.55 -0.91
C -0.054 0.832 1.621 0.45 -2.07 2.47
C -0.695 1.575 -0.651 -1.51 1.87 -1.32
C -1.363 -0.762 0.166 2.45 1.80 2.45
O -1.978 -1.097 -0.758 -1.93 -0.99 -2.97
H 2.295 -1.328 0.731 0.02 -0.06 -0.31
H 1.116 -2.218 -0.121 0.43 2.28 1.42
H 0.302 -0.075 2.363 -1.01 2.13 -2.01
H 0.807 1.485 1.534 -0.15 0.56 0.54
H -0.951 1.287 2.080 0.60 0.09 -0.22
H -1.364 2.279 -0.078 0.17 -0.93 -0.52
H -1.251 1.263 -1.621 1.09 0.53 1.62
H 0.156 2.276 -0.905 -0.61 -1.36 0.12
H -1.428 -1.228 1.138 -0.33 -0.66 0.80
```
Positions in Å, forces in eV/Å.



DFT (ωB97M-V/def2-TZVPD) results for 2 unconnected molecules or ions with the total composition C5H10N2O.

Values from the calculation:
SMILES: [H]/N=C/C(=C)O.[H]/N=C\C
LUMO in eV: 0.49
Relative energy (zero: lowest compared OMol25 entry of this formula, charge and spin) in kJ/mol: 396.0
Orbital gap in eV: 9.128
Highest occupied orbital energy in Ha: -0.3173
Energy in a.u.: -381.134604

The geometry in XYZ format:
```
18
Properties=species:S:1:pos:R:3:forces:R:3
H 1.224 2.883 -0.752 -0.13 0.17 0.17
N 0.790 1.966 -0.691 0.06 0.02 -0.42
C -0.324 1.963 -0.103 0.88 -0.36 0.29
C -1.054 0.676 0.106 -2.96 1.51 3.05
C -2.395 0.684 -0.135 1.43 -0.66 -0.47
O -0.565 -0.005 1.245 0.09 0.08 -1.15
H -0.757 2.831 0.408 -0.11 -0.01 -0.32
H -2.881 1.543 -0.561 0.10 0.01 -0.65
H -2.998 -0.193 0.039 -0.16 -0.04 0.39
H -1.243 -0.642 1.518 0.21 0.10 -0.16
H 0.609 -3.325 0.351 0.40 0.27 -0.20
N 0.094 -2.617 -0.177 -0.87 -1.39 0.04
C 0.675 -1.557 -0.441 -2.27 3.59 -0.61
C 1.995 -1.009 -0.049 0.45 0.02 -0.22
H -0.119 -0.624 -0.871 2.53 -2.96 0.12
H 2.248 -1.314 0.965 0.16 -0.18 -0.04
H 1.946 0.080 -0.087 0.11 -0.18 -0.02
H 2.755 -1.339 -0.765 0.08 0.01 0.20
```
Positions in Å, forces in eV/Å.



DFT (ωB97M-V/def2-TZVPD) results for 2 unconnected molecules or ions with the total composition C5H10N2O.

Values from the calculation:
SMILES: CCc1cnc[nH]1.O
LUMO in eV: 0.69
Relative energy (zero: lowest compared OMol25 entry of this formula, charge and spin) in kJ/mol: 31.3
Orbital gap in eV: 9.575
Highest occupied orbital energy in Ha: -0.3264
Energy in a.u.: -381.273507

The geometry in XYZ format:
```
18
Properties=species:S:1:pos:R:3:forces:R:3
C 0.166 -0.356 -2.116 0.59 0.24 0.32
C 1.112 -0.526 -0.913 -0.14 -0.24 0.47
C 0.655 -0.031 0.429 -0.13 -0.13 -0.22
C 0.532 -0.664 1.638 0.49 0.05 0.02
N 0.126 0.214 2.614 -0.08 0.07 0.03
C -0.002 1.367 2.012 -0.36 -0.36 -0.11
N 0.294 1.267 0.685 0.01 0.34 0.17
H -0.679 -1.036 -2.073 -0.14 -0.01 0.01
H -0.195 0.670 -2.227 -0.01 -0.14 -0.01
H 0.763 -0.614 -2.989 -0.23 0.04 -0.25
H 2.084 -0.072 -1.135 -0.08 -0.09 -0.08
H 1.268 -1.599 -0.762 0.26 0.13 -0.15
H 0.848 -1.666 1.896 -0.29 0.00 -0.16
H -0.419 2.255 2.457 0.22 0.14 -0.01
H 0.313 2.039 0.045 -0.08 -0.04 -0.16
O -2.649 -0.361 -0.031 0.15 0.12 0.29
H -1.868 -0.801 -0.377 -0.01 -0.06 -0.07
H -2.350 -0.087 0.848 -0.18 -0.04 -0.11
```
Positions in Å, forces in eV/Å.



DFT (ωB97M-V/def2-TZVPD) results for a molecular structure, C5H10N2O.

Values from the calculation:
LUMO (spin up / spin down) in eV: -0.62 / -0.66
Relative energy (zero: lowest compared OMol25 entry of this formula, charge and spin) in kJ/mol: 466.8
Orbital gap (spin up / spin down) in eV: 7.722 / 7.402
Highest occupied orbital energy (spin up / spin down) in Ha: -0.3066 / -0.2964
Energy in a.u.: -381.107637

The geometry in XYZ format:
```
18
Properties=species:S:1:pos:R:3:forces:R:3
C -1.075 -0.233 0.038 0.70 -1.77 -0.60
N -1.790 -0.473 -1.177 -0.71 -0.42 -1.09
C -0.473 1.146 0.077 2.59 -1.13 0.45
O -1.858 -0.649 1.134 0.01 0.41 0.56
H -2.230 0.101 1.621 0.18 -0.12 -0.28
H -2.685 -0.931 -1.021 0.12 0.36 0.48
H -1.320 -1.147 -1.782 0.55 0.21 0.22
H -0.711 1.788 -0.769 -0.16 -0.08 0.25
H -0.542 1.630 1.051 0.01 0.14 -0.11
C 0.328 -1.028 0.065 -2.91 -2.79 0.50
C 1.162 0.694 -0.166 -1.28 3.12 -0.21
C 2.132 1.106 0.689 -0.34 -0.25 -0.29
N 0.539 -1.991 -0.821 0.43 2.72 -0.41
H 1.543 -2.157 -0.926 -0.21 -0.80 0.67
H 0.571 -1.225 1.125 0.70 0.81 -0.27
H 1.352 0.787 -1.236 0.20 -0.14 0.15
H 3.044 1.573 0.335 0.23 -0.57 -0.02
H 2.014 1.009 1.764 -0.15 0.30 -0.01
```
Positions in Å, forces in eV/Å.



DFT (ωB97M-V/def2-TZVPD) results for a molecular structure, C5H10N2O.

Values from the calculation:
LUMO in eV: 0.70
Relative energy (zero: lowest compared OMol25 entry of this formula, charge and spin) in kJ/mol: 272.8
Orbital gap in eV: 8.414
Highest occupied orbital energy in Ha: -0.2833
Energy in a.u.: -381.181518

The geometry in XYZ format:
```
18
Properties=species:S:1:pos:R:3:forces:R:3
C 0.718 1.143 -1.131 0.23 -0.15 -0.02
C 0.821 0.507 1.342 -0.49 -0.02 0.04
C 0.029 -1.160 -0.375 -1.43 -1.93 -0.48
C 0.246 0.221 -0.025 -2.54 0.68 -0.60
N 0.820 -2.168 0.003 0.05 0.03 -0.18
C -1.644 0.222 -0.266 1.70 2.46 0.74
O -1.105 -1.409 -0.922 2.04 -0.96 0.37
N -2.388 0.294 0.744 0.52 0.11 0.64
H 1.710 -1.993 0.436 -0.06 0.00 0.01
H 0.473 -3.113 -0.053 0.08 0.08 -0.08
H -3.193 0.900 0.637 -0.33 -0.60 -0.38
H -1.863 0.619 -1.258 0.17 0.22 0.05
H 1.811 1.177 -1.180 -0.01 0.09 -0.01
H 0.356 0.822 -2.108 -0.05 0.00 0.02
H 1.906 0.350 1.398 -0.05 0.05 -0.13
H 0.611 1.546 1.603 0.10 -0.02 0.00
H 0.347 2.156 -0.948 0.07 -0.06 0.02
H 0.344 -0.115 2.103 0.00 0.03 -0.03
```
Positions in Å, forces in eV/Å.



DFT (ωB97M-V/def2-TZVPD) results for a single C5H10N2O molecule.

Values from the calculation:
SMILES: C=C(C(N)=O)[C@@H](C)N
LUMO in eV: 0.82
Relative energy (zero: lowest compared OMol25 entry of this formula, charge and spin) in kJ/mol: 88.9
Orbital gap in eV: 10.162
Highest occupied orbital energy in Ha: -0.3435
Energy in a.u.: -381.251564

The geometry in XYZ format:
```
18
Properties=species:S:1:pos:R:3:forces:R:3
C -0.276 -1.819 0.950 -0.21 0.38 0.30
C 0.080 -0.665 0.419 4.23 0.25 -1.35
C 1.637 -0.544 -0.045 -1.49 -1.00 0.97
N 2.312 0.505 0.496 -0.03 0.28 0.01
O 2.182 -1.362 -0.753 -0.14 0.09 -0.06
C -0.631 0.575 0.059 -3.60 -0.98 0.71
C -0.553 0.907 -1.432 0.16 -0.03 0.38
N -2.071 0.252 0.516 1.09 1.15 -0.07
H 0.465 -2.585 1.114 0.05 -0.13 -0.17
H -1.274 -1.983 1.319 -0.18 -0.03 -0.02
H 3.315 0.529 0.393 -0.14 0.02 -0.09
H 1.884 1.113 1.171 0.02 -0.08 0.04
H -0.308 1.419 0.677 0.03 -0.08 -0.09
H -1.153 1.790 -1.648 0.04 0.02 -0.02
H -0.930 0.068 -2.015 -0.02 -0.03 -0.02
H 0.478 1.088 -1.727 0.07 0.10 -0.14
H -2.539 -0.387 -0.118 0.17 0.25 -0.11
H -2.616 1.101 0.623 -0.04 -0.17 -0.26
```
Positions in Å, forces in eV/Å.



DFT (ωB97M-V/def2-TZVPD) results for 2 unconnected molecules or ions with the total composition C5H10N2O.

Values from the calculation:
SMILES: C[N@@H+]1C[C@]1(C)[O-].C#N
LUMO in eV: 0.60
Relative energy (zero: lowest compared OMol25 entry of this formula, charge and spin) in kJ/mol: 454.6
Orbital gap in eV: 7.937
Highest occupied orbital energy in Ha: -0.2695
Energy in a.u.: -381.112304

The geometry in XYZ format:
```
18
Properties=species:S:1:pos:R:3:forces:R:3
C 0.877 1.268 -1.251 -0.32 -0.17 0.02
N 0.299 0.357 -0.256 1.47 1.21 2.18
C -0.062 -0.933 -0.766 -2.32 0.68 -0.12
C -1.475 0.262 -0.337 0.79 -2.24 -1.56
C -2.106 -0.283 0.913 0.59 -0.10 0.35
O -2.039 0.990 -1.106 0.42 0.51 -0.18
H 0.224 1.383 -2.113 -0.36 -0.19 0.17
H 0.978 2.254 -0.802 0.33 -0.05 -0.02
H 1.808 0.847 -1.636 0.21 0.20 0.21
H 0.980 0.297 0.595 -1.51 0.48 -1.60
H -0.168 -1.708 -0.019 0.39 0.04 -0.02
H 0.450 -1.195 -1.689 -0.23 -0.16 -0.01
H -1.398 -0.238 1.737 -0.09 -0.01 0.26
H -3.010 0.277 1.136 0.10 0.22 0.04
H -2.382 -1.323 0.764 0.00 -0.04 -0.08
C 2.212 -0.661 1.589 1.18 -1.65 -0.19
N 2.143 -1.678 1.035 -0.25 0.94 0.55
H 2.670 0.082 2.208 -0.39 0.33 0.03
```
Positions in Å, forces in eV/Å.



DFT (ωB97M-V/def2-TZVPD) results for a single C5H10N2O molecule.

Values from the calculation:
SMILES: O[C@@H]1CN[C@@H]2CN[C@H]12
LUMO in eV: 0.79
Relative energy (zero: lowest compared OMol25 entry of this formula, charge and spin) in kJ/mol: 601.8
Orbital gap in eV: 9.908
Highest occupied orbital energy in Ha: -0.3351
Energy in a.u.: -381.056211

The geometry in XYZ format:
```
18
Properties=species:S:1:pos:R:3:forces:R:3
O -2.314 -0.378 -0.200 -0.88 -1.28 -0.71
C -1.222 0.249 0.451 0.61 2.17 -3.83
C -0.457 1.060 -0.595 0.96 2.85 -3.33
N 0.761 1.604 0.075 -1.38 0.29 -0.47
C 1.277 0.418 0.562 -1.47 -2.81 1.95
C 1.589 -0.678 -0.622 2.95 -1.78 4.17
N 0.408 -1.576 -0.263 1.87 -1.26 3.13
C -0.045 -0.531 0.796 0.88 -3.99 3.76
H -2.179 -0.911 -1.083 0.75 1.78 2.89
H -1.470 0.980 1.261 -0.61 -1.10 -0.54
H -0.079 0.251 -1.497 -1.68 2.50 2.04
H -0.853 2.063 -0.965 -0.61 -1.89 -0.30
H 1.426 1.905 -0.624 -0.18 0.70 -0.23
H 1.796 0.555 1.603 0.31 -0.63 -2.44
H 1.859 -0.524 -1.736 -0.33 0.05 2.16
H 2.395 -1.155 0.124 -0.31 0.60 -3.11
H 0.982 -2.399 0.415 -2.82 2.80 -2.72
H -0.403 -1.052 1.868 1.94 0.99 -2.41
```
Positions in Å, forces in eV/Å.



DFT (ωB97M-V/def2-TZVPD) results for 2 unconnected molecules or ions with the total composition C5H10N2O.

Values from the calculation:
LUMO (spin up / spin down) in eV: -4.33 / -8.14
Relative energy (zero: lowest compared OMol25 entry of this formula, charge and spin) in kJ/mol: 232.0
Total charge: +1
2S+1: 2
Orbital gap (spin up / spin down) in eV: 9.247 / 5.443
Highest occupied orbital energy (spin up / spin down) in Ha: -0.4991 / -0.4991
Energy in a.u.: -380.891385

The geometry in XYZ format:
```
18
Properties=species:S:1:pos:R:3:forces:R:3
C -2.185 -1.853 -1.121 -0.35 -1.00 2.82
O -3.545 -2.170 -1.162 -0.98 -0.63 -0.51
H -3.833 -2.182 -0.247 -0.43 -0.17 -0.25
H -1.546 -2.496 -1.706 -0.08 -0.05 -0.60
H -1.947 -2.077 -0.034 0.87 0.76 -1.09
H -2.151 -0.816 -1.357 0.97 1.09 -0.35
C 3.057 0.473 0.215 2.23 -2.25 -1.10
C 0.492 0.466 -0.060 -4.34 -0.95 -2.26
C 1.714 0.889 0.404 0.75 1.87 4.91
C 0.167 2.081 1.378 2.12 -2.05 -1.27
N -0.538 1.224 0.476 8.54 0.14 2.14
N 1.510 1.783 1.424 -3.13 0.91 -1.30
H 0.243 -0.333 -0.793 0.32 0.71 0.62
H -1.426 1.236 0.212 -4.80 0.00 -1.30
H 3.373 -0.504 0.774 -0.99 1.45 -0.74
H 3.840 1.223 0.568 -1.29 -0.78 -0.97
H -0.242 2.905 1.893 -0.74 0.55 0.59
H 3.014 0.151 -0.862 1.33 0.41 0.66
```
Positions in Å, forces in eV/Å.



DFT (ωB97M-V/def2-TZVPD) results for a single C5H10N2O2 molecule.

Values from the calculation:
SMILES: CC(=C=O)N(N)[C@H](C)O
LUMO in eV: 0.61
Relative energy (zero: lowest compared OMol25 entry of this formula, charge and spin) in kJ/mol: 390.2
Orbital gap in eV: 7.408
Highest occupied orbital energy in Ha: -0.2498
Energy in a.u.: -456.405566

The geometry in XYZ format:
```
19
Properties=species:S:1:pos:R:3:forces:R:3
C -0.397 2.411 -0.654 -0.02 0.13 0.00
C 0.389 1.160 -0.362 -0.19 -0.11 -0.31
C 1.646 1.079 -0.719 0.48 -0.18 -0.37
O 2.775 0.982 -1.029 -0.09 0.15 0.04
N -0.211 0.101 0.346 0.67 -0.26 2.02
N -1.641 0.085 0.412 -1.00 -0.46 -0.74
C 0.487 -1.185 0.604 -1.09 0.32 -0.50
C 0.393 -2.131 -0.584 -0.10 -0.51 0.05
O -0.132 -1.790 1.733 -0.02 0.49 -0.17
H -0.781 2.849 0.274 0.00 0.00 -0.08
H -1.239 2.198 -1.320 0.09 -0.01 0.15
H 0.223 3.173 -1.140 -0.03 -0.25 0.13
H -1.946 -0.661 1.048 0.56 0.28 -0.39
H -2.004 0.951 0.813 0.57 -0.19 0.08
H 1.536 -1.017 0.872 -0.04 0.57 -0.35
H -0.649 -2.320 -0.864 0.11 0.21 0.14
H 0.913 -1.729 -1.459 -0.02 0.07 0.21
H 0.834 -3.102 -0.334 0.06 0.18 -0.01
H -0.197 -1.054 2.364 0.06 -0.41 0.12
```
Positions in Å, forces in eV/Å.



DFT (ωB97M-V/def2-TZVPD) results for a molecular structure, C5H10N2O2.

Values from the calculation:
LUMO (spin up / spin down) in eV: 0.14 / 0.14
Relative energy (zero: lowest compared OMol25 entry of this formula, charge and spin) in kJ/mol: 298.1
Orbital gap (spin up / spin down) in eV: 7.691 / 7.690
Highest occupied orbital energy (spin up / spin down) in Ha: -0.2775 / -0.2775
Energy in a.u.: -456.440655

The geometry in XYZ format:
```
19
Properties=species:S:1:pos:R:3:forces:R:3
C -0.856 -0.959 -0.820 0.31 0.55 -0.06
C -0.106 -1.462 0.334 0.09 0.28 0.49
C 1.495 0.222 1.462 -0.22 0.34 -0.32
C -0.062 1.107 -0.537 -0.04 -0.07 -0.54
C 0.044 -0.098 1.089 -0.39 -1.08 0.51
N -0.953 2.036 -0.139 -0.02 -0.04 0.10
N -0.504 -1.239 -2.080 0.00 0.22 0.20
O 0.768 1.258 -1.419 -0.15 0.01 0.22
O -0.907 0.236 1.842 0.51 -0.08 -0.61
H -1.863 -0.600 -0.647 0.05 0.04 -0.03
H -0.880 2.982 -0.485 0.01 -0.07 0.04
H -1.411 1.846 0.749 0.11 0.08 -0.13
H -0.928 -0.701 -2.823 -0.01 -0.08 0.11
H 0.466 -1.469 -2.255 -0.11 -0.02 0.10
H -0.669 -2.147 0.968 0.02 -0.08 -0.09
H 0.852 -1.898 0.043 -0.06 0.02 0.00
H 2.175 0.131 0.615 -0.05 0.00 0.01
H 1.543 1.236 1.860 0.04 -0.05 0.03
H 1.795 -0.483 2.242 -0.11 0.02 -0.03
```
Positions in Å, forces in eV/Å.



DFT (ωB97M-V/def2-TZVPD) results for a single C5H10N2O2 molecule.

Values from the calculation:
SMILES: [H]/N=C(/NCCC)C(=O)O
LUMO in eV: 0.04
Relative energy (zero: lowest compared OMol25 entry of this formula, charge and spin) in kJ/mol: 261.4
Orbital gap in eV: 8.397
Highest occupied orbital energy in Ha: -0.3072
Energy in a.u.: -456.454625

The geometry in XYZ format:
```
19
Properties=species:S:1:pos:R:3:forces:R:3
H -0.114 2.216 -1.467 -0.74 -0.42 -0.12
N 0.232 1.584 -0.755 0.96 -1.33 -1.11
C 0.310 0.344 -1.115 0.61 1.97 -0.26
N 1.017 -0.598 -0.430 -0.87 -0.12 -0.62
C 0.745 -0.949 0.937 0.55 -0.16 2.38
C -0.382 -0.331 1.847 0.18 -1.17 -0.90
C -0.634 1.140 1.889 1.25 2.23 -3.26
C -0.256 -0.094 -2.431 -0.28 0.70 -1.63
O -0.984 0.602 -3.100 0.31 -0.57 0.46
O 0.187 -1.300 -2.850 -0.12 -0.07 0.26
H 1.225 -1.402 -1.004 -0.23 0.03 0.15
H 1.677 -0.826 1.496 0.10 -0.10 0.02
H 0.506 -2.017 0.952 0.22 0.05 0.01
H -0.112 -0.694 2.846 -0.16 -0.22 -0.16
H -1.279 -0.881 1.534 -0.16 0.30 0.25
H -0.247 1.639 0.738 -1.54 -1.24 3.81
H -1.680 1.382 2.052 -0.04 0.04 0.18
H 0.005 1.692 2.572 -0.04 -0.14 0.42
H -0.217 -1.507 -3.708 0.00 0.22 0.12
```
Positions in Å, forces in eV/Å.